A cluster of 2 separate species, C4H13N2 in total. Source: the Open Molecules 2025 dataset; level of theory: wB97M-V/def2-TZVPD.

ΔE to the lowest compared entry with this formula, charge and spin ... 165.38 kcal/mol
Highest occupied orbital energy ... -14.82 eV
Gap between HOMO and LUMO ... 5.4 eV
Total energy ... -7326.3155 eV
Net charge ... +1

Atoms and positions in Å:
C1 2.743 -0.235 -0.329
N1 2.713 0.742 0.789
C2 1.315 -0.424 -0.862
N2 0.324 -0.481 0.179
C3 -2.874 -0.321 -0.374
C4 -2.646 0.593 0.834
H1 3.268 -1.151 -0.003
H2 3.347 0.198 -1.165
H3 3.047 1.657 0.517
H4 1.863 0.768 1.301
H5 1.316 -1.226 -1.641
H6 1.160 0.517 -1.453
H7 -3.296 -1.248 0.037
H8 0.562 -1.362 0.603
H9 -1.862 -0.544 -0.737
H10 -3.474 0.095 -1.179
H11 -3.452 0.637 1.630
H12 -2.330 1.571 0.536
H13 -1.725 0.213 1.316

Atoms 1-2, force components in eV/Å:
3.22 1.52 2.48
0.89 -0.98 -2.57



A cluster of 2 separate species, C4H13N2 in total. Source: the Open Molecules 2025 dataset; level of theory: wB97M-V/def2-TZVPD.

ΔE to the lowest compared entry with this formula, charge and spin ... 148.44 kcal/mol
Highest occupied orbital energy ... -14.50 eV
Gap between HOMO and LUMO ... 6.3 eV
Total energy ... -7327.0501 eV
Net charge ... +1

Atoms and positions in Å:
C1 -0.981 -1.021 -2.249
N1 0.031 0.033 -2.408
C2 -1.293 -1.115 -0.750
N2 -0.160 -1.255 -0.023
C3 1.575 1.039 2.214
C4 0.196 1.492 1.727
H1 -0.549 -1.997 -2.497
H2 -1.871 -0.877 -2.855
H3 0.496 0.010 -3.308
H4 0.726 -0.244 -1.752
H5 -2.039 -1.859 -0.474
H6 -1.196 -0.203 -0.004
H7 2.094 1.850 2.721
H8 -0.342 -1.864 0.794
H9 2.140 0.874 1.293
H10 1.569 0.165 2.856
H11 0.328 2.393 1.123
H12 -0.483 1.859 2.495
H13 -0.242 0.719 1.096

Atoms 1-2, force components in eV/Å:
0.31 2.00 -0.30
-0.78 -0.61 -0.22



A cluster of 2 separate species, C4H13N2 in total. Source: the Open Molecules 2025 dataset; level of theory: wB97M-V/def2-TZVPD.

ΔE to the lowest compared entry with this formula, charge and spin ... 26.23 kcal/mol
Highest occupied orbital energy ... -15.28 eV
Gap between HOMO and LUMO ... 11.8 eV
Total energy ... -7332.3497 eV
Net charge ... +1

Atoms and positions in Å:
C1 1.699 0.737 -1.401
C2 1.883 0.681 0.136
H1 2.097 1.734 -1.743
H2 0.587 0.699 -1.692
H3 2.237 -0.089 -1.918
H4 1.212 1.452 0.620
H5 1.602 -0.327 0.533
H6 2.958 0.912 0.485
C3 -1.619 0.404 1.883
N1 -0.923 -1.599 -1.273
C4 -1.448 -1.159 -0.106
N2 -1.076 -0.097 0.571
H7 -0.815 0.305 2.635
H8 -2.520 -0.209 2.165
H9 -1.850 1.492 1.744
H10 -0.044 -1.300 -1.558
H11 -1.426 -2.394 -1.751
H12 -2.325 -1.627 0.333
H13 -0.227 0.382 0.336

Atoms 1-2, force components in eV/Å:
-0.35 0.69 -0.08
0.49 0.16 0.57



The ion C4H13N2 with charge +2. Source: the Open Molecules 2025 dataset; level of theory: wB97M-V/def2-TZVPD.

ΔE to the lowest compared entry with this formula, charge and spin ... 27.94 kcal/mol
Multiplicity ... 2
Highest occupied orbital energy (spin up / spin down) ... -21.51 / -22.34 eV
Gap between HOMO and LUMO (spin up / spin down) ... 14.0 / 9.6 eV
Total energy ... -7318.8246 eV
Net charge ... +2

Atoms and positions in Å:
C1 0.411 0.479 1.190
N1 -0.967 0.952 0.749
C2 -1.153 2.360 0.481
C3 1.117 -0.619 0.318
N2 0.536 -0.818 -1.077
C4 0.043 -2.221 -1.452
H1 0.244 0.053 2.171
H2 1.002 1.394 1.192
H3 -1.563 0.569 1.488
H4 -0.293 2.785 -0.037
H5 -1.140 2.815 1.496
H6 -2.090 2.512 -0.039
H7 0.977 -1.579 0.788
H8 2.146 -0.313 0.264
H9 -0.305 -0.265 -1.094
H10 1.165 -0.516 -1.823
H11 -0.743 -2.086 -2.187
H12 -0.249 -2.723 -0.531
H13 0.861 -2.779 -1.896

Atoms 1-2, force components in eV/Å:
-0.57 0.27 -1.67
1.81 0.22 2.52



A cluster of 2 separate species, C4H13N2 in total. Source: the Open Molecules 2025 dataset; level of theory: wB97M-V/def2-TZVPD.

ΔE to the lowest compared entry with this formula, charge and spin ... 62.62 kcal/mol
Multiplicity ... 2
Highest occupied orbital energy (spin up / spin down) ... -21.41 / -21.31 eV
Gap between HOMO and LUMO (spin up / spin down) ... 11.9 / 7.1 eV
Total energy ... -7317.3207 eV
Net charge ... +2

Atoms and positions in Å:
C1 1.561 0.402 -1.159
C2 1.701 -0.003 0.297
C3 0.351 0.415 2.142
N1 0.504 -0.266 1.071
H1 1.074 -0.414 -1.663
H2 1.074 1.380 -1.313
H3 2.636 0.413 -1.562
H4 2.359 -0.918 0.407
H5 2.189 0.826 0.737
H6 -0.538 0.311 2.848
H7 1.135 1.129 2.503
H8 -0.636 -0.617 -0.018
C4 -2.269 0.336 -1.108
N2 -1.492 -0.872 -0.715
H9 -3.069 0.065 -1.869
H10 -1.555 1.013 -1.599
H11 -2.609 0.797 -0.162
H12 -2.120 -1.588 -0.313
H13 -1.092 -1.332 -1.526

Atoms 1-2, force components in eV/Å:
1.45 0.07 -0.05
1.26 -3.22 -2.61



A cluster of 2 separate species, C4H13N2O in total. Source: the Open Molecules 2025 dataset; level of theory: wB97M-V/def2-TZVPD.

ΔE to the lowest compared entry with this formula, charge and spin ... 23.54 kcal/mol
Multiplicity ... 2
Highest occupied orbital energy (spin up / spin down) ... -3.28 / -10.40 eV
Gap between HOMO and LUMO (spin up / spin down) ... 4.0 / 11.0 eV
Total energy ... -9383.6692 eV
Net charge ... 0

Atoms and positions in Å:
C1 -1.645 1.838 -0.341
C2 -0.476 1.506 -1.261
N1 -1.830 0.810 0.751
H1 -1.393 2.764 0.180
H2 -2.590 1.995 -0.847
H3 0.000 2.459 -1.537
H4 -0.714 0.985 -2.181
H5 -2.826 0.505 0.860
H6 -1.157 0.041 0.658
H7 -1.613 1.270 1.691
H8 0.348 1.032 -0.730
C3 1.795 -1.028 1.100
C4 0.945 -1.902 0.266
O1 -0.197 -2.232 0.508
N2 1.570 -2.366 -0.886
H9 1.434 -0.978 2.131
H10 1.936 0.003 0.776
H11 1.014 -2.902 -1.533
H12 2.577 -2.427 -0.880
H13 2.821 -1.374 1.275

Atoms 1-2, force components in eV/Å:
0.54 -0.02 0.21
0.49 0.98 -0.02



A cluster of 2 separate species, C4H13N2O in total. Source: the Open Molecules 2025 dataset; level of theory: wB97M-V/def2-TZVPD.

ΔE to the lowest compared entry with this formula, charge and spin ... 48.20 kcal/mol
Highest occupied orbital energy ... -14.05 eV
Gap between HOMO and LUMO ... 11.1 eV
Total energy ... -9379.4935 eV
Net charge ... +1

Atoms and positions in Å:
C1 -2.594 1.862 -1.023
C2 -1.063 1.471 -1.040
O1 -0.400 1.300 0.013
N1 -0.497 0.882 -2.114
H1 -3.206 0.944 -0.794
H2 -2.954 2.120 -2.004
H3 0.538 0.984 -2.195
H4 -0.869 0.884 -2.980
H5 -2.742 2.682 -0.326
C3 1.800 -0.804 1.083
C4 1.624 -2.303 0.585
N2 0.476 -0.267 1.755
H6 2.589 -1.010 1.728
H7 2.078 -0.032 0.386
H8 0.579 -2.563 0.243
H9 1.745 -3.099 1.448
H10 -0.005 -1.041 2.164
H11 0.788 0.658 2.278
H12 -0.199 -0.085 1.032
H13 2.312 -2.584 -0.239

Atoms 1-2, force components in eV/Å:
1.26 -1.18 -0.28
-0.60 -2.38 1.76



A cluster of 3 separate species, C4H13N2O in total. Source: the Open Molecules 2025 dataset; level of theory: wB97M-V/def2-TZVPD.

ΔE to the lowest compared entry with this formula, charge and spin ... 80.44 kcal/mol
Highest occupied orbital energy ... -13.45 eV
Gap between HOMO and LUMO ... 10.7 eV
Total energy ... -9378.0957 eV
Net charge ... +1

Atoms and positions in Å:
C1 -3.194 -1.143 -0.687
C2 -0.166 -0.889 1.455
C3 2.411 0.069 -0.809
C4 -2.485 -0.091 -0.923
N1 -0.057 0.634 1.251
N2 1.715 1.334 -0.696
O1 -1.800 0.879 -0.929
H1 -4.187 -0.656 -0.535
H2 -3.015 -2.134 -1.123
H3 2.289 2.123 -0.400
H4 0.473 -1.211 2.230
H5 -1.122 -1.319 1.747
H6 0.128 -1.349 0.519
H7 3.434 0.200 -1.153
H8 2.194 -0.498 0.099
H9 1.889 -0.554 -1.524
H10 0.186 1.031 2.057
H11 0.573 0.976 0.412
H12 -0.922 0.917 0.713
H13 1.655 1.681 -1.703

Atoms 1-2, force components in eV/Å:
-1.33 0.24 -0.73
0.11 0.43 -1.05



A cluster of 2 separate species, C4H13N2O in total. Source: the Open Molecules 2025 dataset; level of theory: wB97M-V/def2-TZVPD.

ΔE to the lowest compared entry with this formula, charge and spin ... 33.05 kcal/mol
Highest occupied orbital energy ... -14.57 eV
Gap between HOMO and LUMO ... 11.3 eV
Total energy ... -9380.1505 eV
Net charge ... +1

Atoms and positions in Å:
C1 -0.449 0.349 -2.905
C2 -1.052 0.683 -1.548
C3 -0.044 0.509 -0.410
N1 0.694 -1.270 1.994
C4 0.924 -1.652 0.734
N2 0.504 -0.903 -0.280
H1 -0.069 -0.668 -3.087
H2 -1.273 0.424 -3.605
H3 0.385 1.059 -3.228
H4 -1.943 -0.025 -1.443
H5 -1.451 1.700 -1.470
H6 -0.513 0.896 0.523
H7 0.830 1.197 -0.476
H8 0.913 -2.056 2.564
H9 0.218 -0.360 2.317
H10 1.183 -2.653 0.528
H11 0.371 -1.466 -1.167
H12 -0.118 0.930 4.178
H13 0.625 2.109 3.451
O1 0.263 1.195 3.332

Atoms 1-2, force components in eV/Å:
0.71 1.20 -1.12
-0.11 -1.92 0.23



A cluster of 2 separate species, C4H13N2O in total. Source: the Open Molecules 2025 dataset; level of theory: wB97M-V/def2-TZVPD.

ΔE to the lowest compared entry with this formula, charge and spin ... 51.00 kcal/mol
Highest occupied orbital energy ... -12.35 eV
Gap between HOMO and LUMO ... 9.1 eV
Total energy ... -9379.3723 eV
Net charge ... +1

Atoms and positions in Å:
C1 2.391 0.075 1.447
C2 2.027 -0.361 0.028
C3 0.604 -0.032 -0.377
C4 -0.127 -1.074 -0.869
N1 -1.586 -1.184 -0.727
N2 0.161 1.199 -0.081
H1 1.551 0.483 2.022
H2 3.204 0.802 1.534
H3 2.709 -0.787 2.038
H4 2.153 -1.437 0.018
H5 2.805 -0.073 -0.690
H6 0.401 -1.880 -1.345
H7 -1.701 -1.066 0.288
H8 -2.116 -0.315 -0.957
H9 -2.020 -2.048 -1.017
H10 -0.815 1.411 -0.232
H11 0.714 1.901 0.367
H12 -4.196 1.137 -0.438
H13 -2.931 2.086 -0.411
O1 -3.229 1.166 -0.599

Atoms 1-2, force components in eV/Å:
0.06 0.25 1.02
0.93 -0.36 -0.63



A cluster of 2 separate species, C4H13N2O in total. Source: the Open Molecules 2025 dataset; level of theory: wB97M-V/def2-TZVPD.

ΔE to the lowest compared entry with this formula, charge and spin ... 36.00 kcal/mol
Highest occupied orbital energy ... -14.91 eV
Gap between HOMO and LUMO ... 11.4 eV
Total energy ... -9380.0228 eV
Net charge ... +1

Atoms and positions in Å:
C1 0.792 -0.040 1.865
C2 0.492 -1.471 1.468
C3 0.099 -1.523 0.021
N1 -1.034 -0.663 -0.312
C4 -1.018 0.418 -1.034
N2 -1.998 1.302 -1.090
H1 -0.039 0.672 1.695
H2 1.511 0.406 1.154
H3 1.236 0.118 2.854
H4 -0.361 -1.983 2.084
H5 1.406 -2.062 1.571
H6 -0.113 -2.527 -0.388
H7 0.858 -1.122 -0.725
H8 -1.686 -0.748 0.482
H9 0.003 0.621 -1.511
H10 -1.767 2.253 -1.327
H11 -2.952 1.064 -0.904
H12 2.614 2.159 -0.666
H13 2.110 1.409 -1.796
O1 2.042 1.385 -0.829

Atoms 1-2, force components in eV/Å:
0.41 1.43 -0.49
-1.17 -0.49 0.85



A cluster of 2 separate species, C4H13N2O in total. Source: the Open Molecules 2025 dataset; level of theory: wB97M-V/def2-TZVPD.

ΔE to the lowest compared entry with this formula, charge and spin ... 100.39 kcal/mol
Highest occupied orbital energy ... -11.99 eV
Gap between HOMO and LUMO ... 9.0 eV
Total energy ... -9377.2303 eV
Net charge ... +1

Atoms and positions in Å:
C1 1.323 0.670 0.748
C2 -0.236 1.025 1.116
C3 -0.902 0.994 -0.270
C4 -1.489 -0.243 -0.618
N1 -0.891 2.144 -1.073
N2 1.248 -0.449 -0.306
H1 1.955 1.520 0.387
H2 1.755 0.219 1.622
H3 -0.243 2.107 1.476
H4 -0.842 0.389 1.713
H5 -2.332 -0.822 0.082
H6 -1.710 -0.566 -1.663
H7 0.120 -3.335 -0.423
H8 -0.404 3.071 -0.912
H9 -1.086 1.952 -2.027
H10 0.700 -0.126 -1.076
H11 1.853 -1.229 -0.211
H12 0.344 -1.068 0.091
H13 0.707 -3.396 0.966
O1 0.128 -2.859 0.379

Atoms 1-2, force components in eV/Å:
-1.35 -0.71 0.04
1.16 3.45 -2.91



A cluster of 2 separate species, C4H13N2O in total. Source: the Open Molecules 2025 dataset; level of theory: wB97M-V/def2-TZVPD.

ΔE to the lowest compared entry with this formula, charge and spin ... 45.07 kcal/mol
Highest occupied orbital energy ... -12.83 eV
Gap between HOMO and LUMO ... 9.6 eV
Total energy ... -9379.6293 eV
Net charge ... +1

Atoms and positions in Å:
C1 0.830 0.807 -0.464
C2 -0.238 0.202 -1.463
C3 -0.135 -1.286 -1.271
C4 0.731 -2.020 -1.978
N1 -0.601 -1.770 -0.001
N2 0.381 0.786 0.943
H1 1.090 1.815 -0.780
H2 1.640 0.088 -0.556
H3 -1.252 0.602 -1.311
H4 0.043 0.460 -2.511
H5 1.156 -1.724 -2.936
H6 0.973 -3.005 -1.628
H7 -0.491 2.274 3.331
H8 -1.552 -2.086 0.119
H9 0.055 -2.501 0.256
H10 0.964 1.038 1.758
H11 0.012 -0.166 1.129
H12 -0.425 1.387 1.164
H13 -1.920 2.676 3.429
O1 -1.263 2.425 2.772

Atoms 1-2, force components in eV/Å:
-0.24 -0.08 -1.52
-0.10 0.24 0.00